{"formula": "C35H33BeClN4S2Si2", "method": "ωB97M-V/def2-TZVPD", "elements": ["C", "C", "C", "H", "C", "C", "H", "H", "H", "H", "Be", "Si", "C", "C", "H", "C", "H", "C", "H", "C", "H", "C", "H", "C", "C", "H", "C", "H", "C", "H", "C", "H", "C", "H", "H", "Si", "C", "C", "H", "C", "H", "C", "H", "C", "H", "C", "H", "C", "C", "H", "C", "H", "C", "H", "C", "H", "C", "H", "H", "Cl", "N", "C", "N", "C", "C", "S", "C", "C", "S", "C", "N", "N", "H", "H", "H", "H", "H", "H"], "coordinates": [[2.766415, 2.527846, 1.772175], [2.966010, 1.290522, 1.051528], [2.446222, 1.493426, -0.269589], [3.655848, 0.498498, 1.367307], [1.969956, 2.814376, -0.362574], [2.167781, 3.461195, 0.865427], [1.997523, 4.523567, 1.056554], [3.275220, 2.781609, 2.704074], [2.538819, 0.802498, -1.106762], [1.594667, 3.294545, -1.266758], [1.399681, 1.292263, 2.182518], [0.400503, -1.447160, -1.784197], [0.089592, -3.301822, -1.940377], [-1.216456, -3.787248, -1.980976], [-2.060602, -3.093614, -1.897552], [-1.445431, -5.166102, -2.075497], [-2.474234, -5.519378, -2.089605], [-0.367565, -6.047258, -2.149741], [-0.549715, -7.117305, -2.225425], [0.938215, -5.556421, -2.116168], [1.785110, -6.232776, -2.175873], [1.170507, -4.180592, -1.995329], [2.183531, -3.770587, -1.932367], [-0.627626, -0.990584, -3.391128], [-0.101351, -1.604891, -4.546487], [0.858485, -2.123541, -4.486895], [-0.822463, -1.658344, -5.741942], [-0.426238, -2.207862, -6.596395], [-2.077526, -1.050970, -5.830754], [-2.649585, -1.096933, -6.755805], [-2.615097, -0.429487, -4.702477], [-3.612321, 0.011848, -4.726348], [-1.902488, -0.417108, -3.499765], [-2.406664, 0.025413, -2.632223], [1.836952, -1.215747, -1.983374], [-2.787193, -0.176184, -0.264850], [-2.275368, 1.555158, -0.750765], [-1.150586, 1.952897, -1.507077], [-0.395014, 1.224038, -1.826806], [-1.030794, 3.269044, -1.958600], [-0.190099, 3.545457, -2.605406], [-2.004644, 4.212344, -1.631038], [-1.938718, 5.217095, -2.048030], [-3.079250, 3.863604, -0.806407], [-3.839586, 4.606417, -0.554707], [-3.192052, 2.556384, -0.355822], [-4.035502, 2.275693, 0.286523], [-1.361747, -1.283484, 0.143435], [0.061502, -0.874591, -0.057815], [0.267068, 0.199436, -0.128573], [1.123417, -1.693677, 0.524930], [2.175259, -1.345466, 0.429953], [0.803364, -2.888902, 1.148098], [1.596656, -3.514091, 1.581628], [-0.528859, -3.302404, 1.230613], [-0.755175, -4.317979, 1.574052], [-1.572724, -2.446696, 0.869062], [-2.592130, -2.703953, 1.163392], [-3.800565, -0.080708, 0.699284], [-0.488960, 1.029862, 1.856685], [2.805247, -1.479830, 3.250266], [2.450774, -0.494118, 4.088836], [1.929689, 0.675200, 3.737168], [1.717717, 1.484892, 4.873823], [2.046601, 0.884017, 6.076452], [2.738934, -0.678423, 5.827331], [1.041666, 2.705614, 4.623655], [0.480615, 3.602598, 5.515290], [-0.479958, 4.763471, 4.686432], [-0.116340, 3.945167, 3.168256], [0.723149, 2.945241, 3.300314], [-0.751276, 4.302291, 2.034668], [3.079055, -2.359481, 3.697838], [2.407416, -1.523433, 2.321222], [1.913774, 1.360748, 7.042101], [0.635181, 3.538765, 6.587212], [-1.452531, 5.030618, 2.128260], [-0.863687, 3.615498, 1.291920]], "forces_ev_per_angstrom": [[1.214, 0.943, -1.586], [-0.144, 0.250, -0.535], [0.426, 0.301, 0.148], [-0.433, 0.272, -0.101], [0.410, -0.124, -0.124], [0.851, -0.569, 0.279], [-0.201, -0.518, 0.098], [-0.405, -0.124, -0.247], [-0.205, 0.042, 0.333], [0.000, -0.282, 0.388], [-0.549, 0.988, 0.940], [-0.610, -1.088, -2.633], [0.391, 0.441, 0.388], [-0.053, -0.697, -0.045], [0.290, -0.305, -0.190], [0.017, 0.597, 0.008], [0.216, -0.113, -0.012], [0.049, 0.124, 0.028], [0.074, 0.179, -0.013], [0.100, 0.282, 0.050], [-0.123, -0.037, 0.012], [-0.380, -0.439, -0.076], [-0.257, -0.311, -0.075], [0.191, 0.074, 0.258], [-0.264, -0.019, 0.028], [-0.193, 0.158, -0.066], [-0.007, 0.127, 0.176], [-0.003, 0.228, 0.197], [0.012, -0.008, 0.334], [0.141, 0.017, 0.167], [0.197, -0.205, -0.013], [0.266, -0.086, -0.077], [-0.080, 0.053, -0.008], [0.402, -0.199, -0.630], [0.224, 0.100, -0.365], [2.234, -0.160, -0.853], [-0.038, 0.545, 0.140], [-0.421, -0.039, -0.205], [-0.408, 0.430, 0.166], [-0.099, -0.142, 0.050], [-0.372, -0.088, 0.317], [-0.011, 0.044, -0.066], [0.010, -0.188, 0.178], [0.238, 0.161, -0.148], [0.248, -0.216, -0.013], [-0.068, -0.336, -0.167], [0.257, 0.146, -0.282], [-0.376, 0.995, 1.415], [-0.457, -0.052, -1.821], [-0.067, -0.373, 0.296], [0.451, -0.831, 1.578], [-0.875, -0.260, -0.041], [1.305, 1.037, -0.666], [-0.359, 0.155, -0.381], [-1.028, -0.606, 0.449], [0.042, 0.546, 0.196], [-0.049, -0.412, -0.177], [0.180, -0.190, -0.301], [-1.157, -0.158, 1.178], [-0.554, -0.146, 0.404], [0.469, -0.726, 0.608], [-0.117, 0.906, 0.525], [0.406, -1.083, 1.229], [0.806, -2.549, 1.147], [-0.255, 1.353, -1.299], [-0.429, 0.430, -0.908], [-1.855, 2.591, 0.167], [1.095, -1.236, -0.260], [0.266, -0.340, -0.104], [0.386, -0.730, 0.620], [-0.667, 0.626, 0.999], [-0.160, 0.510, -0.120], [-0.272, 0.588, -0.609], [-0.134, 0.074, 0.140], [0.184, -0.385, -0.145], [-0.285, 0.411, -0.211], [0.242, -0.470, -0.302], [0.131, 0.116, 0.241]], "orbital_gap_ev": [6.40, 5.84], "fmax_ha_per_bohr": 0.062, "lumo_energy_ev": [-0.154, -0.448], "homo_ev": [-6.56, -6.28], "spin_multiplicity": 1, "de_lowest_ev": 2.7640}

=====

{"formula": "C35H33BrGeN5ORhS", "method": "ωB97M-V/def2-TZVPD", "elements": ["Rh", "C", "C", "N", "N", "C", "O", "C", "C", "C", "C", "C", "C", "C", "C", "C", "C", "C", "N", "H", "H", "H", "H", "H", "H", "H", "H", "H", "H", "H", "H", "C", "Ge", "C", "C", "C", "C", "C", "C", "C", "C", "C", "C", "C", "C", "C", "C", "C", "C", "H", "H", "H", "H", "H", "H", "H", "H", "H", "H", "H", "H", "H", "H", "H", "Br", "C", "N", "C", "C", "N", "C", "S", "H", "H", "H", "H", "H", "H"], "coordinates": [[-0.052950, 1.062553, -0.367612], [0.513544, 5.149695, -1.506440], [0.663855, 3.710703, -1.151367], [-0.445954, 2.907007, -0.954554], [-1.688028, 3.284613, -1.022167], [-2.525504, 2.261704, -0.789375], [-2.067469, 1.097784, -0.479401], [-3.965900, 2.454559, -0.910526], [-4.509509, 3.726258, -1.101963], [-5.881172, 3.879332, -1.184715], [-6.716128, 2.774288, -1.083121], [-6.176133, 1.506274, -0.909021], [-4.806560, 1.342298, -0.821072], [1.880287, 3.037318, -1.033759], [3.139489, 3.669698, -1.211177], [4.287179, 2.932210, -1.184425], [4.206930, 1.539022, -1.000368], [2.968164, 0.964763, -0.804602], [1.833684, 1.660531, -0.779563], [-0.533893, 5.373890, -1.685596], [1.091866, 5.395302, -2.397945], [0.867655, 5.785047, -0.690748], [-3.849756, 4.579343, -1.177587], [-6.305916, 4.864421, -1.326741], [-7.788807, 2.904530, -1.141037], [-6.828658, 0.645808, -0.840874], [-4.369306, 0.360160, -0.695700], [3.169085, 4.738124, -1.373791], [5.249051, 3.407999, -1.319101], [5.090015, 0.916938, -1.010532], [2.874466, -0.103169, -0.664020], [-1.842587, -1.259079, 1.751290], [-0.569256, -1.283807, 0.229564], [-1.675889, -1.883394, -1.316141], [-2.555611, -2.942084, -1.114135], [-3.424514, -3.332400, -2.125204], [-3.412846, -2.669440, -3.343384], [-2.525059, -1.625182, -3.558596], [-1.661578, -1.233728, -2.544897], [0.705148, -2.778301, 0.568888], [0.526727, -3.528053, 1.709769], [1.355750, -4.623272, 1.999135], [2.374817, -4.957725, 1.146881], [2.581221, -4.231425, -0.049254], [3.609663, -4.575762, -0.956790], [3.784207, -3.875047, -2.118195], [2.939162, -2.790905, -2.422683], [1.942019, -2.430357, -1.557547], [1.729499, -3.132622, -0.349903], [-2.358397, -2.217300, 1.826971], [-2.576337, -0.482771, 1.539240], [-1.372593, -1.016282, 2.704489], [-2.560585, -3.476351, -0.170472], [-4.112369, -4.152063, -1.959003], [-4.095490, -2.969223, -4.128200], [-2.510136, -1.115391, -4.513863], [-0.977663, -0.406448, -2.712654], [-0.279917, -3.282096, 2.394735], [1.193506, -5.201961, 2.900217], [3.024033, -5.795975, 1.368654], [4.254699, -5.413491, -0.719946], [4.569388, -4.155374, -2.807827], [3.076834, -2.250873, -3.350540], [1.290148, -1.597200, -1.803159], [0.114438, 1.779720, 2.115856], [3.558592, 1.768716, 3.492301], [2.634029, 0.812867, 4.074285], [1.915589, 0.984966, 5.218839], [1.070551, -0.076013, 5.344155], [1.305385, -0.888718, 4.279874], [2.248622, -0.341435, 3.482621], [2.827689, -1.002014, 2.053428], [4.005236, 2.363404, 4.284432], [3.015409, 2.416596, 2.802451], [4.332326, 1.237876, 2.947649], [2.035938, 1.849962, 5.847235], [0.347670, -0.305836, 6.106450], [0.818906, -1.743707, 4.051887]], "forces_ev_per_angstrom": [[0.846, 0.403, -0.232], [-0.003, -0.106, 0.068], [0.572, 0.599, -0.109], [-0.698, -1.384, 0.029], [0.096, 0.989, -0.172], [0.367, -0.809, 0.140], [-0.678, 0.372, 0.149], [-0.243, 0.053, -0.009], [0.087, -0.068, 0.008], [-0.073, 0.066, -0.011], [0.038, 0.014, -0.004], [-0.082, -0.012, 0.001], [0.111, 0.026, -0.014], [-0.197, -0.110, -0.032], [-0.041, 0.086, -0.021], [0.040, -0.165, 0.008], [0.101, 0.173, -0.035], [-0.086, -0.003, 0.024], [0.382, 0.279, 0.017], [-0.005, 0.025, -0.008], [-0.013, 0.007, -0.004], [-0.009, 0.004, 0.005], [-0.019, 0.009, 0.013], [0.014, -0.006, 0.004], [0.003, -0.017, -0.013], [0.015, -0.001, -0.002], [-0.019, 0.006, 0.017], [0.002, -0.017, -0.007], [-0.011, 0.016, -0.010], [-0.013, -0.006, 0.011], [-0.031, -0.025, 0.012], [0.285, 0.130, -0.157], [-1.245, -1.348, -0.103], [0.397, 0.315, 0.428], [-0.005, -0.015, -0.125], [0.000, -0.043, 0.056], [-0.041, -0.021, -0.049], [0.042, 0.030, -0.029], [-0.063, -0.069, -0.042], [-0.271, 0.495, 0.062], [-0.131, 0.249, -0.140], [0.248, -0.212, 0.018], [-0.120, 0.046, 0.124], [-0.105, 0.156, -0.053], [0.078, 0.000, -0.139], [0.071, -0.142, 0.136], [-0.117, 0.095, 0.040], [0.070, 0.104, -0.173], [0.168, -0.178, 0.129], [0.033, -0.022, -0.037], [0.018, 0.010, -0.009], [0.040, 0.003, -0.034], [-0.054, 0.003, 0.006], [0.011, -0.001, -0.016], [0.012, -0.002, 0.003], [-0.003, 0.004, 0.012], [-0.016, 0.024, -0.029], [0.025, -0.011, -0.003], [-0.023, -0.009, -0.020], [0.006, 0.005, 0.002], [-0.009, 0.000, -0.005], [-0.007, 0.002, -0.001], [-0.016, 0.017, 0.005], [-0.018, -0.030, -0.025], [0.082, 0.016, 0.255], [0.145, 0.282, -0.141], [-0.273, -0.122, 0.409], [0.251, 0.364, -0.278], [-0.169, -0.450, -0.109], [-0.106, 0.265, 0.418], [0.297, -0.187, -0.511], [0.113, 0.048, 0.291], [-0.029, -0.054, 0.045], [-0.095, -0.074, 0.029], [0.010, -0.047, 0.033], [0.015, -0.018, -0.002], [-0.011, 0.026, -0.018], [0.055, -0.031, -0.075]], "orbital_gap_ev": [6.60, 4.48], "fmax_ha_per_bohr": 0.036, "lumo_energy_ev": [-1.991, -5.979], "homo_ev": [-8.60, -10.45], "spin_multiplicity": 6, "total_charge": 1, "de_lowest_ev": 2.0651}